# 1
# C39H46CrN9O5S3Si

C39H46CrN9O5S3Si as an isolated structure (ωB97M-V/def2-TZVPD, the Open Molecules 2025 dataset).

The geometry in XYZ format:
```
104
Properties=species:S:1:pos:R:3
Cr -0.50582 -0.03882 0.47838
C -0.09498 -2.30597 7.80887
C -0.44972 -2.36622 6.34934
C 0.07254 -3.36859 5.53427
C -0.20553 -3.40360 4.17926
C -1.01926 -2.42239 3.62358
C -1.56416 -1.42912 4.41826
C -1.27636 -1.40769 5.77522
S -1.18858 -2.40525 1.86367
O -2.24225 -1.42645 1.51527
O -1.39037 -3.77583 1.47115
N 0.07100 -1.69923 1.30611
C 1.42571 -2.12489 1.10600
C 2.15830 -0.90265 0.52683
O 3.36087 -0.92307 0.36869
O 1.39079 0.11340 0.22617
H 0.05476 -3.30521 8.21920
H -0.86641 -1.80256 8.38888
H 0.83207 -1.74662 7.95213
H 0.70886 -4.13080 5.96856
H 0.19520 -4.18965 3.55298
H -2.18320 -0.66400 3.97606
H -1.68624 -0.61701 6.39250
H 1.51316 -2.94808 0.38872
H 1.92745 -2.41562 2.03511
C -3.28060 0.06820 -3.47297
C -1.81264 -0.09869 -3.87140
C -1.71508 -0.42768 -5.36418
C -1.07852 1.22887 -3.65473
Si -0.97391 -1.37804 -2.72892
O -0.88740 -0.88283 -1.21281
C 0.74265 -1.69740 -3.45168
C 1.85513 -1.04380 -2.91595
C 3.13237 -1.26220 -3.42222
C 3.31537 -2.11909 -4.49867
C 2.22040 -2.76800 -5.05546
C 0.95277 -2.56220 -4.52887
C -1.89396 -3.03236 -2.75449
C -1.67988 -3.86155 -1.64963
C -2.26990 -5.11283 -1.55055
C -3.09114 -5.57366 -2.56943
C -3.32471 -4.76946 -3.67542
C -2.73451 -3.51452 -3.76025
H -3.74598 0.87864 -4.04764
H -3.36787 0.31900 -2.41577
H -3.85918 -0.84262 -3.64319
H -2.21957 0.35496 -5.94481
H -2.17245 -1.37936 -5.63797
H -0.67326 -0.46279 -5.68940
H -1.55166 2.02400 -4.24518
H -0.03921 1.14940 -3.97229
H -1.06741 1.53688 -2.61125
H 1.73030 -0.35666 -2.08873
H 3.97715 -0.76960 -2.95557
H 4.30954 -2.29489 -4.89294
H 2.35856 -3.44854 -5.88761
H 0.11275 -3.10216 -4.95473
H -1.06193 -3.50921 -0.83406
H -2.09505 -5.71706 -0.66938
H -3.55389 -6.55111 -2.49878
H -3.97274 -5.11633 -4.47191
H -2.95273 -2.90532 -4.62797
S -0.58371 3.73350 5.94971
C -0.56809 2.69362 4.55566
C 0.62941 2.07965 4.08607
C 0.61111 1.26395 2.99638
N -0.53141 0.93421 2.30855
C -1.68852 1.50035 2.78460
C -1.75205 2.34491 3.84820
C -1.08118 2.61588 7.26545
C -2.40267 2.20304 7.40324
C -2.73922 1.35809 8.44758
N -1.86690 0.90732 9.34984
C -0.60332 1.30309 9.20869
C -0.16465 2.14543 8.19783
H 1.57230 2.28190 4.57678
H 1.52662 0.83401 2.61376
H -2.60018 1.21981 2.27004
H -2.71137 2.74900 4.14636
H -3.15809 2.54520 6.70786
H -3.76637 1.02899 8.57057
H 0.09942 0.92760 9.94539
H 0.87633 2.43259 8.13116
C 2.07078 2.21752 -5.71916
N 2.44030 2.27481 -4.32267
C 2.03196 3.21999 -3.44802
N 1.43091 4.31429 -4.01156
S 2.20122 3.03334 -1.80661
H 2.28723 1.21558 -6.08428
H 2.64373 2.92632 -6.32625
H 1.00442 2.41156 -5.85813
H 2.77122 1.42718 -3.88700
H 1.67521 4.57251 -4.95412
H 1.28454 5.07196 -3.36601
N -4.59277 -0.22897 0.00512
C -4.90177 1.02663 -0.34499
N -6.20505 1.28296 -0.65581
N -4.06493 2.04039 -0.41868
C -2.79250 1.76625 -0.30158
N -1.66423 1.53011 -0.19417
H -5.23412 -0.97248 -0.21136
H -3.64066 -0.52659 0.20261
H -6.91084 0.70845 -0.22796
H -6.42721 2.25990 -0.74814
```

Net charge: -1
ΔE to the lowest compared entry with this formula, charge and spin in kJ/mol: 116.67
Orbital gap (alpha / beta) in Ha: 0.1549 / 0.2835
Spin multiplicity: 5
Molecular weight in g mol⁻¹: 897.14
E_tot in a.u.: -4911.54972
LUMO level (alpha / beta) in Ha: 0.07330 / 0.07305

=====

# 2
# C18H19AgNO10

C18H19AgNO10 as an isolated structure at a distorted geometry (ωB97M-V/def2-TZVPD, the Open Molecules 2025 dataset).

The geometry in XYZ format:
```
49
Properties=species:S:1:pos:R:3
Ag -0.60719 0.64030 0.25796
C 0.00657 1.09201 -6.15882
C -0.42809 1.32481 -4.76310
C -0.53981 2.86703 -4.26627
O -0.77758 3.03431 -3.05001
C -0.07426 3.91307 -5.12769
C 0.27992 3.61746 -6.39712
C 0.39768 2.15435 -6.93391
O 0.94917 1.88748 -8.11251
O 0.52172 4.60954 -7.14600
O -0.67797 0.47966 -3.91705
H 0.05631 0.08835 -6.55455
H -0.12404 4.91515 -4.72798
C 4.30148 -3.55943 0.69167
C 3.50668 -2.41943 0.44107
C 4.20541 -1.16505 -0.24838
O 3.50536 -0.15790 -0.31777
C 5.55970 -1.31529 -0.74985
C 6.21983 -2.47575 -0.51356
C 5.55857 -3.64929 0.20468
O 6.15222 -4.75809 0.49717
O 7.33368 -2.54179 -1.20093
O 2.37112 -2.26231 0.81540
H 3.76473 -4.34126 1.20843
H 5.99224 -0.51647 -1.33398
C 0.54155 0.86064 4.09805
O -0.67974 1.04618 3.28837
C -1.69160 1.68915 3.98381
C -2.83914 1.96867 3.00342
N -3.30765 0.87233 2.14769
C -3.87061 -0.21732 3.02528
C -4.04440 -1.50082 2.21525
O -2.89175 -1.65684 1.36613
C -2.74531 -2.96408 0.82039
H 0.86024 1.86376 4.38140
H 1.39338 0.52494 3.50662
H 0.30804 0.23753 4.96136
H -1.32253 2.61624 4.42242
H -1.98445 1.10595 4.85686
H -2.41754 2.73421 2.35202
H -3.71763 2.34537 3.52730
H -4.11497 1.29261 1.70987
H -4.78082 0.13857 3.50795
H -3.13869 -0.60559 3.73353
H -4.96282 -1.41799 1.63409
H -4.06682 -2.37302 2.86859
H -3.24854 -3.10616 -0.13599
H -3.05333 -3.78999 1.46155
H -1.67830 -3.12564 0.66716
```

Net charge: -2
ΔE to the lowest compared entry with this formula, charge and spin in kJ/mol: 576.80
Orbital gap (alpha / beta) in Ha: 0.0901 / 0.0894
Spin multiplicity: 2
Molecular weight in g mol⁻¹: 517.22
E_tot in a.u.: -1651.14677
LUMO level (alpha / beta) in Ha: 0.07305 / 0.07232

=====

Copy entry 2 word for word.
# C18H19AgNO10

C18H19AgNO10 as an isolated structure at a distorted geometry (ωB97M-V/def2-TZVPD, the Open Molecules 2025 dataset).

The geometry in XYZ format:
```
49
Properties=species:S:1:pos:R:3
Ag -0.60719 0.64030 0.25796
C 0.00657 1.09201 -6.15882
C -0.42809 1.32481 -4.76310
C -0.53981 2.86703 -4.26627
O -0.77758 3.03431 -3.05001
C -0.07426 3.91307 -5.12769
C 0.27992 3.61746 -6.39712
C 0.39768 2.15435 -6.93391
O 0.94917 1.88748 -8.11251
O 0.52172 4.60954 -7.14600
O -0.67797 0.47966 -3.91705
H 0.05631 0.08835 -6.55455
H -0.12404 4.91515 -4.72798
C 4.30148 -3.55943 0.69167
C 3.50668 -2.41943 0.44107
C 4.20541 -1.16505 -0.24838
O 3.50536 -0.15790 -0.31777
C 5.55970 -1.31529 -0.74985
C 6.21983 -2.47575 -0.51356
C 5.55857 -3.64929 0.20468
O 6.15222 -4.75809 0.49717
O 7.33368 -2.54179 -1.20093
O 2.37112 -2.26231 0.81540
H 3.76473 -4.34126 1.20843
H 5.99224 -0.51647 -1.33398
C 0.54155 0.86064 4.09805
O -0.67974 1.04618 3.28837
C -1.69160 1.68915 3.98381
C -2.83914 1.96867 3.00342
N -3.30765 0.87233 2.14769
C -3.87061 -0.21732 3.02528
C -4.04440 -1.50082 2.21525
O -2.89175 -1.65684 1.36613
C -2.74531 -2.96408 0.82039
H 0.86024 1.86376 4.38140
H 1.39338 0.52494 3.50662
H 0.30804 0.23753 4.96136
H -1.32253 2.61624 4.42242
H -1.98445 1.10595 4.85686
H -2.41754 2.73421 2.35202
H -3.71763 2.34537 3.52730
H -4.11497 1.29261 1.70987
H -4.78082 0.13857 3.50795
H -3.13869 -0.60559 3.73353
H -4.96282 -1.41799 1.63409
H -4.06682 -2.37302 2.86859
H -3.24854 -3.10616 -0.13599
H -3.05333 -3.78999 1.46155
H -1.67830 -3.12564 0.66716
```

Net charge: -2
ΔE to the lowest compared entry with this formula, charge and spin in kJ/mol: 576.80
Orbital gap (alpha / beta) in Ha: 0.0901 / 0.0894
Spin multiplicity: 2
Molecular weight in g mol⁻¹: 517.22
E_tot in a.u.: -1651.14677
LUMO level (alpha / beta) in Ha: 0.07305 / 0.07232

=====

Question: Number 2 is which compound?
Answer: C18H19AgNO10

=====

Question: The lowest spin multiplicity belongs to which entry?
Answer: C18H19AgNO10